(1)
ORCA calculation (ωB97M-V/def2-TZVPD) on C26H30HfN5O4S3Se as an isolated structure.

total charge = +1
F_max = 0.45 eV/A
E_HOMO = -10.229 eV
molar mass = 830.21 Da

Each line ends with the natural charge from an NBO analysis.
Atoms and positions in Å:
C (2.5759, -2.7842, -1.5596)  -0.31
C (-0.8110, 0.8362, -4.3638)  0.01
C (-2.1515, -1.6838, -0.0717)  0.14
C (-1.1332, -0.2949, -1.7970)  0.18
H (-0.2308, 0.7573, -6.4343)  0.23
C (-4.0070, -3.6678, 0.7529)  -0.02
C (0.0688, -0.4037, -2.4991)  0.05
H (3.0958, 0.5821, 3.9376)  0.24
C (-2.1793, 0.4040, -2.4077)  -0.19
H (0.0564, 2.3119, -5.6596)  0.23
Se (-2.1141, 2.5030, 0.8473)  2.77
C (3.5435, 1.3956, -0.8614)  -0.53
H (1.6046, 4.8070, 1.8542)  0.25
H (3.2166, -3.6407, -1.6680)  0.25
O (-1.9868, 4.0073, 1.3711)  -0.97
C (1.2621, 3.8957, 1.3609)  -0.56
N (-1.4786, -1.4432, 2.2921)  -0.14
O (-3.5286, 1.9229, 0.3842)  -0.96
H (-2.8472, 1.4740, -4.1205)  0.23
C (-3.8912, -3.2913, -0.5815)  -0.18
H (3.5793, 3.1699, 2.3616)  0.22
C (-2.2766, -2.0566, 1.2690)  0.15
C (-3.1698, -3.0433, 1.6631)  -0.21
C (-2.0239, 0.9353, -3.6684)  -0.18
H (-3.0961, 0.5471, -1.8488)  0.26
H (-4.4839, -5.7259, 1.1553)  0.23
H (3.0988, 3.0357, 4.0387)  0.25
H (2.8007, -2.1370, 0.5629)  0.24
S (1.8767, 2.0977, -0.7791)  0.31
H (1.8622, 4.4651, -0.6109)  0.26
C (3.5851, 1.1484, 3.1434)  -0.54
H (-4.5223, -3.7638, -1.3243)  0.22
C (0.2791, -0.7951, 3.3421)  0.02
Hf (0.0610, 0.5516, 0.5238)  2.12
C (4.2757, 1.1462, 0.4455)  -0.54
H (3.1707, 3.7505, 0.3118)  0.22
N (-0.1680, -1.1109, 2.1150)  -0.44
C (-0.7195, -0.9054, 4.2937)  -0.31
H (-2.8989, -2.0874, -2.0362)  0.22
N (1.4951, -1.0348, -0.6509)  -0.38
H (3.3968, 0.4651, -1.4095)  0.25
H (-0.6604, -0.7075, 5.3485)  0.25
H (-2.8344, -1.5110, 3.8981)  0.25
H (5.2110, 0.6313, 0.2245)  0.25
H (-3.2006, -3.3437, 2.7029)  0.22
N (-1.2029, -0.7364, -0.4520)  -0.86
S (1.2717, 2.5537, 2.5774)  0.33
H (0.2128, 4.0549, 1.1174)  0.30
C (-1.8272, -1.3114, 3.5764)  0.05
H (1.1951, 0.0743, -4.2550)  0.22
O (-0.9017, 2.2099, -0.3417)  -1.15
C (1.7643, -2.2185, -2.5158)  0.01
C (-0.6356, 1.4701, -5.7154)  -0.64
H (1.5666, -2.4886, -3.5393)  0.25
C (-4.9626, -4.7451, 1.1859)  -0.63
O (-1.3047, 1.3992, 1.8908)  -1.13
S (3.3411, 0.1586, 1.6500)  0.27
H (4.5402, 2.0864, 0.9249)  0.22
H (-5.8311, -4.7816, 0.5300)  0.23
H (-1.5831, 1.8411, -6.1007)  0.23
C (2.3680, -2.0127, -0.4141)  -0.01
H (4.6479, 1.1700, 3.3848)  0.25
H (4.1370, 2.0529, -1.4984)  0.25
C (3.0180, 2.5560, 3.0631)  -0.55
C (2.1030, 3.6805, 0.1052)  -0.52
H (1.3047, -0.4917, 3.4647)  0.22
C (0.2357, 0.1640, -3.7580)  -0.18
N (1.1318, -1.1776, -1.9443)  -0.15
H (-5.3143, -4.5794, 2.2037)  0.22
C (-2.9771, -2.3378, -0.9875)  -0.23

=====

(2)
ORCA calculation (ωB97M-V/def2-TZVPD) on C29H33Cl3N2O2TeTi as an isolated structure.

total charge = -1
2S+1 = 2
⟨S²⟩ = 0.756
F_max = 0.87 eV/A
E_HOMO (alpha / beta) = -4.692 / -5.224 eV
molar mass = 723.42 Da

Each line ends with the Löwdin spin population.
Atoms and positions in Å:
H (4.4858, -3.2910, -7.2996)  0.00
Cl (-2.6033, 2.6900, -3.6621)  0.05
C (-1.9936, 3.5805, -2.3274)  0.37
C (3.2440, -3.0241, -5.5781)  0.00
C (1.4877, -0.1194, 0.5321)  0.00
H (4.7718, -6.8143, -7.4256)  0.00
C (-1.5485, -0.6900, -1.3225)  0.00
C (4.2365, -5.9480, -7.8191)  0.00
H (0.2709, -5.3610, -3.7931)  0.00
H (-3.2697, -1.2396, -2.4508)  0.00
C (1.2832, -5.7695, -3.7888)  0.00
H (-1.4502, -3.0064, -6.4360)  0.00
Cl (-0.1662, 4.9495, -3.4126)  0.34
C (1.6643, 0.7452, -3.0510)  0.00
H (0.7718, -0.9300, 2.8361)  0.00
H (1.3419, 0.3113, -2.1065)  0.00
H (3.7203, -1.2357, -4.4871)  0.00
C (3.8285, -3.7857, -6.5911)  0.00
H (0.3852, 2.2505, -4.8214)  0.00
H (4.4791, -1.3480, -6.0863)  0.00
H (4.9431, -5.3439, -8.3882)  0.00
C (0.5564, -1.1081, -4.4100)  0.00
H (1.6459, -5.6867, -2.7623)  0.00
H (-1.6168, 2.6519, 2.3191)  0.00
C (2.1712, -5.0320, -4.7571)  0.00
H (0.8366, 1.7511, 2.8868)  0.00
H (-1.8264, 1.4338, -7.7406)  0.00
C (3.5721, -1.5581, -5.5186)  0.00
H (3.2505, -1.1558, 1.1309)  0.00
C (-1.3583, -0.6636, 2.2410)  0.00
C (-0.0515, -0.2681, 2.6197)  0.00
H (3.4805, -6.3207, -8.5138)  0.00
H (2.7634, -0.9490, -5.9265)  0.00
N (-0.3479, -0.9864, -0.9262)  0.00
C (-0.0332, 1.1425, 2.7000)  0.00
H (-3.1588, 0.5439, 1.7680)  0.00
H (2.7335, -1.4199, -0.5469)  0.00
C (-0.8099, -0.5268, -6.2996)  0.00
Cl (-3.0305, 4.7556, -1.6220)  0.05
C (-1.3266, 1.6156, 2.3980)  0.00
Ti (-0.4707, 0.4765, 0.4152)  0.00
O (1.8709, 1.0354, 0.4772)  0.00
H (-1.7767, 2.5794, -6.3816)  0.00
C (3.6067, -5.1464, -6.7118)  0.00
H (1.2361, -6.8283, -4.0454)  0.00
C (-2.1961, -1.1310, -2.6065)  0.00
C (2.3852, -1.3108, 0.4831)  0.00
C (-0.5782, 0.8237, -6.0932)  0.00
H (-1.7599, -2.0644, -2.9578)  0.00
H (1.8429, -2.2158, 0.7492)  0.00
O (-2.2576, 0.1005, -0.5503)  0.00
H (-0.4126, 2.4638, -7.4715)  0.00
H (-0.8420, -3.4856, -4.8418)  0.00
H (-1.6895, -1.6718, 2.0506)  0.00
C (-2.1415, 0.5066, 2.1181)  0.00
N (-0.4888, 2.3472, -0.6783)  0.11
C (2.7816, -5.7553, -5.7740)  0.00
H (-2.0371, -0.3651, -3.3689)  0.00
C (-0.2631, -1.5069, -5.4709)  0.00
C (2.3879, -3.6463, -4.6607)  0.00
H (-1.4496, -0.8372, -7.1204)  0.00
H (0.2431, -3.4690, -6.2206)  0.00
C (-1.1885, 1.8775, -6.9754)  0.00
H (2.7094, 0.4610, -3.2004)  0.00
Te (1.3893, -2.5598, -3.1094)  0.00
C (-1.1666, 2.8914, -1.4443)  0.07
C (-0.5974, -2.9455, -5.7591)  0.00
C (0.8029, 0.2544, -4.1807)  0.00
C (0.2282, 1.1965, -5.0239)  0.00
H (2.6032, -6.8247, -5.8373)  0.00
H (1.6052, 1.8301, -2.9676)  0.00

=====

(3)
ORCA calculation (ωB97M-V/def2-TZVPD) on a 17-piece molecular cluster, C48H142N12O17 overall at a distorted geometry.

total charge = 0
F_max = 4.68 eV/A
E_HOMO = -8.365 eV
molar mass = 1159.73 Da

Each line ends with the Löwdin charge.
Atoms and positions in Å:
H (0.4846, 2.2201, -2.2789)  0.09
H (-2.8233, 4.3512, -1.5284)  0.04
C (-1.3739, 4.2834, 2.7705)  -0.45
C (5.9814, -2.4372, -2.9146)  -0.12
C (-2.8933, -1.8458, 7.0463)  -0.24
N (-5.8512, 0.0586, 0.1422)  0.07
H (-0.6980, -3.6665, -3.8350)  0.03
H (4.7980, 4.3583, -3.4921)  0.09
H (5.5011, 1.5049, -3.0081)  0.12
H (2.7843, -3.1852, -6.1682)  0.15
H (2.2842, 1.9229, -4.7253)  0.08
H (-2.1206, -0.0449, 8.9435)  0.08
C (-2.2494, 4.0128, 1.5806)  -0.20
N (-0.9851, 5.7193, 2.6644)  0.04
H (-0.0339, -1.5468, 0.8831)  0.11
N (1.1901, -4.2862, -0.9428)  0.06
N (0.9926, -2.6839, -7.0353)  0.01
O (3.8346, 0.0168, 6.1272)  -0.11
H (1.3796, -3.0889, -4.5368)  0.12
N (4.2145, 3.8639, -2.7809)  0.03
H (-3.1812, -1.7404, -4.1588)  0.03
O (2.6802, -1.5108, -4.0210)  -0.20
H (-6.1614, 2.3773, -1.6216)  0.06
H (-3.2996, 1.2156, 0.2362)  0.07
O (6.5425, -1.7831, -1.8289)  -0.20
H (-1.6039, -7.2735, -4.3717)  0.07
H (-8.2850, 1.5179, -0.0361)  0.07
C (-1.5938, -0.1929, -2.8356)  -0.07
O (-6.5423, -2.7107, 0.2664)  -0.19
C (-0.8789, -0.8073, 2.6940)  -0.45
C (4.8874, 1.7327, -3.9219)  -0.20
C (-2.5171, -4.0422, -0.8344)  -0.09
H (-7.4718, -0.6214, 1.0901)  0.14
H (4.6222, 0.6937, -4.4541)  0.15
H (-2.6865, -1.2924, 1.5180)  0.07
O (-1.8660, -4.3200, -2.0581)  -0.19
C (-2.1505, -1.5732, 2.4342)  -0.06
H (5.4742, -3.3024, -2.5476)  0.08
H (-1.8592, -1.7021, 9.7010)  0.08
H (-0.3786, -6.2718, -5.1379)  0.07
H (7.6036, 1.8822, -4.5770)  0.08
H (-9.1857, 0.1036, -0.6278)  0.09
H (3.6249, 6.9509, 1.1723)  0.06
H (4.7391, 3.7532, -1.8937)  0.05
N (5.6208, 0.1361, 1.1846)  0.05
C (1.9750, 0.2350, 0.6501)  -0.12
H (-5.2448, -0.6522, 0.4980)  0.06
H (4.7114, -1.8490, -0.8749)  0.10
H (1.7862, -1.9584, 5.2964)  0.05
H (-1.3545, -0.2714, 5.8649)  0.06
H (5.0403, 1.8295, 0.1131)  -0.03
H (1.1029, -2.9262, -8.0243)  0.08
H (7.3090, -0.5647, 0.0792)  0.16
H (-3.4912, -4.1991, -3.2437)  0.11
H (5.0501, 4.6072, 3.4091)  0.08
H (2.5308, -2.8613, 0.9722)  0.07
H (0.6155, -3.4652, -0.7976)  0.04
H (3.1203, -1.3201, -7.9687)  0.11
H (-6.5255, -1.6870, -1.5566)  0.15
H (-1.7629, 6.3441, 2.8043)  0.06
H (1.6752, 3.2350, -1.5714)  0.08
H (-3.1515, 4.6084, -3.0944)  0.05
H (-6.3810, -4.6223, 0.5434)  0.07
H (3.0735, -4.3386, 1.8876)  0.09
O (1.1616, -0.0605, 1.7274)  -0.24
O (4.6796, 2.6483, -0.1927)  -0.07
O (3.2080, -0.9333, 3.0720)  -0.08
H (-4.8364, 3.2023, -2.4711)  0.06
H (-8.2162, -2.1214, -0.8817)  0.14
C (-1.0530, -6.3364, -4.2778)  -0.04
H (-3.3850, -4.5227, 6.7457)  0.11
N (-1.3359, -3.7901, -4.5823)  0.07
O (-2.6341, 2.6297, 1.5935)  -0.20
C (-1.5463, -0.9644, 8.9620)  -0.06
H (-6.2399, -4.2160, -1.1309)  0.07
H (-0.3910, 5.9120, 3.5217)  0.10
H (-0.3808, -6.2852, -3.4055)  0.07
C (-2.9292, 2.2164, 0.2819)  -0.13
H (5.2196, -1.7870, -3.4478)  0.09
O (-5.0163, 1.1684, -2.7656)  -0.20
H (3.6355, -4.1813, 0.2009)  0.07
N (-1.1742, 0.4017, 3.4316)  0.07
C (1.6873, -4.7646, 0.3757)  -0.43
H (-2.9214, 4.5031, 4.1955)  0.08
C (6.3748, -2.3195, 1.1190)  -0.05
H (6.9398, -3.0317, 0.4701)  0.09
H (3.0112, -0.4985, 6.3776)  0.00
H (-7.9032, 0.6966, -1.5734)  0.07
H (-3.1443, -5.8156, -2.6438)  0.14
H (-7.8531, -4.1748, -0.4869)  0.10
H (-0.3837, 3.7411, 2.6746)  0.13
C (6.8230, 1.9029, -5.3214)  -0.10
H (-0.3374, 0.9388, 3.5244)  0.05
H (-0.4850, -0.7351, 9.1948)  0.09
H (-0.8691, -2.4950, 7.4864)  0.14
N (-3.4862, -0.8222, -4.0969)  0.08
H (-2.7939, -5.1782, -5.0284)  0.15
H (-2.8029, -4.8610, -0.2085)  0.08
H (0.4789, -5.0144, 4.1112)  0.10
C (-8.1672, 0.5624, -0.5346)  -0.05
C (5.5510, -1.1833, -0.9866)  -0.18
H (2.2591, -0.7088, 3.0135)  0.01
H (3.4499, 2.0721, -2.3798)  0.11
H (2.0516, -0.3574, -7.0729)  0.05
H (4.7974, -0.2618, 1.6236)  0.03
H (3.6412, -0.7094, -6.4206)  0.06
O (1.0373, -5.9226, 2.2976)  -0.20
H (2.7115, 5.6395, 0.5947)  0.07
C (2.1650, -2.2927, -6.2790)  -0.46
H (5.2159, -0.2588, -1.4603)  0.10
C (-2.6419, -3.9966, 6.0468)  -0.10
H (-1.1216, -1.1680, -2.7432)  0.07
H (-6.3734, 1.9765, 1.3238)  0.02
N (-0.7901, -0.4756, 6.7153)  0.02
C (2.7003, 2.8743, -4.3694)  -0.04
C (3.7571, 2.5933, -3.2925)  -0.45
H (-0.6637, 0.1331, 0.7370)  0.13
O (-3.0294, -2.6455, 5.8937)  -0.19
H (0.2901, -3.9905, 1.8471)  0.12
C (2.1661, -1.0733, -2.7989)  -0.12
H (-3.3234, 1.7175, -3.7142)  0.15
H (-5.4925, 0.1347, -0.7854)  0.03
H (-2.8313, -1.6069, 3.2945)  0.08
H (-1.9780, 2.2714, -0.2963)  0.09
H (-0.7498, -6.2057, 3.3867)  0.09
C (-2.0676, 3.8426, 4.0467)  -0.06
H (1.8883, 3.4108, -3.9216)  0.03
H (-1.6703, -4.0964, 6.5206)  0.07
H (1.4291, 0.4836, -0.2553)  0.07
H (-1.7895, 0.9956, 2.8073)  0.08
O (1.7740, -1.6379, 6.2161)  -0.08
H (-0.6646, 7.0676, -3.9610)  0.09
H (2.7537, 0.9921, 0.9367)  0.10
C (-1.5338, -1.5639, 7.5135)  -0.38
H (5.3863, -2.7144, 1.2260)  0.04
H (-1.2084, 0.4254, -1.9971)  0.07
C (-7.1665, -1.7895, -0.6286)  -0.22
H (6.6988, -2.7478, -3.6656)  0.09
O (5.6300, 2.5055, -4.8579)  -0.21
H (6.6066, 0.8624, -5.5387)  0.08
H (2.2545, 1.9906, 4.3359)  0.06
H (2.5944, -0.7054, 0.4443)  0.09
H (3.0759, 3.4341, -5.1603)  0.06
H (-0.1926, -1.4634, 3.3157)  0.15
H (-3.3717, -3.4462, -0.9802)  0.07
H (0.7512, -1.4644, -4.8251)  0.12
C (1.6521, -2.0734, -4.8932)  -0.19
C (-0.1271, -0.5853, 1.3934)  -0.17
C (2.3637, 4.3378, 3.0974)  -0.24
H (7.2450, 2.4625, -6.1486)  0.09
C (-3.6253, 1.1444, -2.8135)  -0.23
H (1.3527, 4.6982, 2.9033)  0.08
C (-1.4322, 5.7565, -2.5738)  -0.44
C (6.2734, -0.9753, 0.4051)  -0.37
H (2.5680, 3.4723, 2.4645)  0.12
H (-3.4324, -2.3457, 7.8484)  0.13
C (-3.0645, -0.2657, -2.8825)  -0.49
C (0.5388, -4.9790, 1.3721)  -0.21
H (-1.3919, 3.8955, 4.9353)  0.08
H (-3.7215, 2.7505, -0.2031)  0.07
H (2.9922, -0.5894, -2.2708)  0.07
H (3.3820, 6.0558, 3.5913)  0.13
C (3.3263, 5.4674, 2.6772)  -0.40
C (0.6169, 2.9570, -1.4618)  -0.14
C (-7.2259, -0.4690, 0.0369)  -0.44
C (0.3388, -5.9851, 3.5154)  -0.12
H (5.3602, 5.5365, 2.1541)  0.07
H (-5.7099, 3.2580, 1.6954)  -0.02
C (2.8459, -3.9315, 0.8853)  -0.05
H (4.5416, -0.1881, 6.7634)  0.04
H (-0.6108, 3.9896, -3.4526)  0.13
H (3.4175, -0.4841, 3.9265)  0.03
O (2.5767, 4.0724, 4.4326)  -0.16
H (-3.3580, -0.9089, 6.8744)  0.13
H (-1.8542, -3.5016, -0.1885)  0.06
H (0.8584, -6.7075, 4.1253)  0.08
H (-3.5349, 5.8438, -2.0068)  0.08
O (-0.2562, 3.9800, -1.5286)  -0.18
O (-6.5580, 2.9233, 1.5311)  -0.06
C (-2.7834, 5.1312, -2.2586)  -0.05
C (-1.9661, -5.0669, -4.2781)  -0.44
C (2.7490, -1.0880, -6.8937)  -0.06
H (-2.7540, -4.4414, 5.0476)  0.09
C (-5.6062, 2.4527, -2.5320)  -0.05
H (-3.1637, 4.6144, 1.6240)  0.13
H (-1.1922, 0.2707, -3.7623)  0.10
H (-1.9238, -2.6580, 2.3148)  0.07
H (4.6045, 3.1730, 0.6214)  0.02
H (-0.8445, -3.8910, -5.4728)  0.06
H (6.2153, 0.4258, 1.9480)  0.08
N (4.6763, 4.8572, 2.4808)  0.03
H (1.8560, 6.7609, 1.6669)  0.09
H (-6.3744, 2.6754, -3.2690)  0.09
H (-0.3845, -5.3878, 0.9164)  0.12
N (-1.5567, 6.5639, -3.7599)  0.03
H (0.9053, -1.1960, 6.2854)  0.00
C (2.8532, 6.2671, 1.4642)  -0.05
H (-3.2141, 1.6314, -1.9571)  0.07
H (0.6933, -5.0355, -1.4100)  0.06
H (1.3168, -0.3830, -2.9131)  0.07
H (-4.5106, -0.7738, -4.1946)  0.10
H (6.8886, -2.2105, 2.0716)  0.08
H (-3.4506, -0.7807, -1.9637)  0.14
C (-2.7071, -4.8897, -3.0201)  -0.25
H (0.5911, 2.5053, -0.4665)  0.08
C (-0.3480, 4.7106, -2.6776)  -0.24
H (0.9409, 2.8319, 4.9853)  0.07
H (0.2630, -1.9250, -7.1147)  0.11
H (-1.7130, 5.9329, -4.5534)  0.08
H (0.5882, 5.1767, -2.9537)  0.13
C (2.0337, 2.8487, 4.9177)  -0.08
H (-0.7263, 0.4042, 7.2435)  0.08
H (1.8228, -1.9385, -2.1863)  0.08
H (-1.6751, 4.3077, 0.6750)  0.12
C (-6.7775, -4.0396, -0.2181)  -0.09
H (-2.4453, 2.7728, 4.0280)  0.08
H (2.3630, 2.6465, 5.9172)  0.08
H (-1.1417, 6.4823, -1.7233)  0.17
H (2.0129, -5.7904, 0.1340)  0.14